No. 1
DFT (ωB97M-V/def2-TZVPD) results for a molecular structure, C37H50N4OP2Si2Tl.

Geometry (Å):
Tl: 0.36 -1.70 1.45
C: -2.86 -4.93 -1.88
Si: -2.61 -3.90 -0.31
C: -4.34 -3.43 0.29
C: -1.89 -5.06 0.98
N: -1.55 -2.62 -0.54
P: -1.49 -1.11 -1.03
C: -0.27 -0.23 -0.28
P: 1.20 0.37 -0.79
N: 2.32 0.20 0.31
Si: 3.68 0.69 1.13
C: 4.00 2.56 1.17
C: 5.26 -0.07 0.44
C: 3.54 0.14 2.93
C: 1.81 -0.41 -2.33
C: 1.67 0.13 -3.61
C: 2.11 -0.56 -4.73
C: 2.70 -1.80 -4.59
C: 2.84 -2.36 -3.33
C: 2.40 -1.67 -2.21
C: 1.07 2.13 -1.30
C: -0.15 2.79 -1.21
C: -0.27 4.13 -1.55
C: 0.85 4.83 -1.99
C: 2.07 4.18 -2.09
C: 2.18 2.84 -1.74
C: -1.43 -1.01 -2.86
C: -1.10 -2.13 -3.60
C: -1.01 -2.06 -4.99
C: -1.27 -0.86 -5.64
C: -1.60 0.27 -4.90
C: -1.67 0.19 -3.52
C: -3.10 -0.31 -0.67
C: -3.28 0.27 0.59
C: -4.51 0.81 0.96
C: -5.57 0.78 0.07
C: -5.41 0.21 -1.19
C: -4.18 -0.34 -1.55
H: -3.51 -5.79 -1.70
H: -1.91 -5.30 -2.26
H: -3.32 -4.32 -2.67
H: -4.90 -4.32 0.59
H: -4.91 -2.91 -0.49
H: -4.28 -2.75 1.15
H: -2.51 -5.96 1.12
H: -1.79 -4.55 1.94
H: -0.89 -5.38 0.68
H: 4.40 2.92 0.22
H: 4.74 2.80 1.95
H: 3.09 3.13 1.37
H: 5.40 0.22 -0.61
H: 5.20 -1.17 0.46
H: 6.15 0.23 1.00
H: 2.60 0.50 3.35
H: 4.37 0.49 3.55
H: 3.52 -0.96 2.98
H: 1.20 1.10 -3.73
H: 1.98 -0.12 -5.71
H: 3.04 -2.34 -5.47
H: 3.30 -3.34 -3.21
H: 2.52 -2.10 -1.22
H: -1.01 2.22 -0.84
H: -1.22 4.63 -1.47
H: 0.76 5.87 -2.26
H: 2.95 4.72 -2.43
H: 3.14 2.34 -1.82
H: -0.90 -3.06 -3.08
H: -0.74 -2.94 -5.56
H: -1.21 -0.81 -6.72
H: -1.80 1.21 -5.40
H: -1.92 1.08 -2.94
H: -2.44 0.30 1.28
H: -4.62 1.25 1.94
H: -6.53 1.20 0.35
H: -6.24 0.18 -1.88
H: -4.07 -0.79 -2.52
C: 0.10 -0.84 5.62
N: 0.29 0.53 5.21
C: 1.34 1.25 5.91
C: 1.22 2.74 5.62
C: 1.23 2.95 4.12
N: 0.24 2.11 3.47
C: -0.11 2.48 2.11
C: -0.18 0.91 3.97
O: -0.99 0.21 3.36
H: -0.16 -0.87 6.68
H: 1.00 -1.44 5.46
H: -0.71 -1.28 5.03
H: 2.33 0.89 5.62
H: 1.22 1.06 6.98
H: 2.04 3.28 6.09
H: 0.28 3.11 6.04
H: 2.23 2.74 3.72
H: 1.00 3.99 3.88
H: -0.81 3.32 2.10
H: -0.53 1.63 1.59
H: 0.80 2.78 1.58

Properties
* total charge: -1
* HOMO-LUMO gap: 6.54 eV
* LUMO level: 2.5 eV

Atomic partial charges in e from the Löwdin method, atoms 1 to 6: atom 1 (Tl): 0.681, atom 2 (C): -0.199, atom 3 (Si): 0.258, atom 4 (C): -0.182, atom 5 (C): -0.203, atom 6 (N): -0.290

=====

No. 2
DFT (ωB97M-V/def2-TZVPD) results for a molecular structure, C37H51BN10S4Sn.

Geometry (Å):
Sn: -0.71 0.82 -0.05
C: 2.81 2.20 3.83
C: 3.43 1.04 3.12
C: 4.72 0.65 3.35
C: 5.27 -0.46 2.66
N: 4.60 -1.05 1.71
N: 3.35 -0.65 1.45
B: 2.62 -1.38 0.32
N: 2.55 -0.70 -1.01
N: 3.38 -1.76 -0.95
C: 3.94 -2.30 -2.00
C: 3.73 -1.59 -3.21
C: 2.97 -0.45 -3.29
C: 2.77 0.27 -4.57
C: 2.30 0.04 -2.10
S: 1.28 1.36 -2.08
C: 4.67 -3.61 -1.88
C: 5.41 -3.96 -3.17
C: 5.67 -3.54 -0.71
C: 3.62 -4.69 -1.58
N: 1.65 -2.44 0.82
N: 2.29 -3.16 1.75
C: 1.73 -4.20 2.28
C: 0.42 -4.58 1.89
C: -0.25 -3.86 0.95
C: -1.64 -4.20 0.52
C: 0.41 -2.73 0.35
S: -0.30 -1.84 -0.90
C: 2.58 -4.96 3.29
C: 3.77 -5.57 2.54
C: 3.08 -3.97 4.35
C: 1.78 -6.08 3.97
C: 2.69 0.30 2.15
S: 1.01 0.58 1.99
C: 6.64 -0.97 3.06
C: 6.60 -1.34 4.55
C: 7.68 0.14 2.82
C: 7.03 -2.21 2.26
H: 3.55 2.73 4.42
H: 2.01 1.85 4.49
H: 2.35 2.88 3.11
H: 5.31 1.20 4.07
H: 4.19 -1.97 -4.11
H: 3.35 -0.17 -5.37
H: 3.04 1.32 -4.45
H: 1.71 0.26 -4.83
H: 6.11 -3.17 -3.45
H: 4.72 -4.14 -4.00
H: 5.98 -4.87 -3.01
H: 6.48 -2.84 -0.95
H: 6.11 -4.52 -0.54
H: 5.18 -3.20 0.20
H: 2.88 -4.76 -2.38
H: 3.10 -4.49 -0.64
H: 4.12 -5.66 -1.49
H: -0.05 -5.44 2.35
H: -2.01 -5.07 1.05
H: -1.67 -4.40 -0.55
H: -2.31 -3.35 0.70
H: 4.35 -4.79 2.04
H: 3.43 -6.29 1.79
H: 4.42 -6.10 3.24
H: 3.65 -3.17 3.89
H: 3.72 -4.49 5.07
H: 2.24 -3.53 4.90
H: 1.46 -6.84 3.25
H: 0.90 -5.69 4.49
H: 2.41 -6.57 4.70
H: 6.37 -0.47 5.18
H: 7.58 -1.71 4.86
H: 5.86 -2.12 4.74
H: 7.46 1.03 3.40
H: 7.72 0.41 1.76
H: 8.66 -0.22 3.12
H: 6.28 -2.99 2.35
H: 7.98 -2.60 2.64
H: 7.16 -1.97 1.21
N: -3.63 0.43 -0.59
C: -4.22 0.72 0.66
C: -5.37 1.45 0.80
C: -5.98 1.60 2.06
C: -5.46 0.99 3.16
C: -4.25 0.27 3.06
C: -3.65 -0.40 4.16
C: -2.46 -1.05 3.99
C: -1.82 -0.97 2.74
N: -2.34 -0.36 1.70
C: -3.58 0.20 1.82
H: -4.17 0.80 -1.36
H: -3.51 -0.57 -0.72
H: -5.84 1.88 -0.08
H: -6.90 2.16 2.12
H: -5.97 1.05 4.12
H: -4.15 -0.39 5.12
H: -1.99 -1.59 4.80
H: -0.84 -1.40 2.61
N: -3.20 4.42 2.67
C: -2.16 3.60 2.51
N: -1.70 2.94 3.57
S: -1.49 3.40 0.97
H: -3.58 4.64 3.58
H: -3.51 4.96 1.88
H: -2.05 3.12 4.50
H: -0.89 2.35 3.47

Properties
* total charge: +2
* HOMO-LUMO gap: 6.41 eV
* LUMO level: -5.5 eV

Atomic partial charges in e from the Löwdin method, atoms 1 to 6: atom 1 (Sn): 0.773, atom 2 (C): -0.055, atom 3 (C): -0.231, atom 4 (C): 0.084, atom 5 (C): -0.188, atom 6 (N): 0.203

=====

No. 3
DFT (ωB97M-V/def2-TZVPD) results for 7 unconnected molecules or ions with the total composition C37H51F12N4O12.

Geometry (Å):
C: 2.91 0.12 -0.77
C: 2.33 1.40 -1.28
C: 2.69 1.83 -2.68
N: 1.55 2.07 -0.46
N: 0.24 2.23 -0.93
C: -0.16 3.32 -1.48
N: 0.59 4.45 -1.69
C: 0.17 4.77 -3.08
C: -1.36 4.68 -2.91
C: -2.03 4.54 -4.27
F: -2.62 3.37 -4.44
F: -2.94 5.48 -4.42
F: -1.15 4.66 -5.24
N: -1.42 3.58 -1.96
C: -2.51 3.60 -0.95
C: -3.66 2.65 -1.41
C: -5.05 3.26 -1.35
F: -5.56 2.97 -0.13
F: -5.03 4.60 -1.40
C: -6.06 2.80 -2.44
F: -5.90 3.58 -3.51
F: -7.28 3.05 -1.98
C: -6.00 1.33 -2.92
F: -5.00 1.09 -3.74
F: -7.10 1.16 -3.66
C: -6.09 0.22 -1.81
F: -6.85 0.57 -0.82
F: -4.90 -0.19 -1.42
F: -6.67 -0.83 -2.37
H: 2.08 -0.43 -0.27
H: 3.67 0.33 -0.01
H: 3.30 -0.49 -1.59
H: 1.86 1.60 -3.37
H: 3.57 1.30 -3.02
H: 2.88 2.91 -2.75
H: -0.44 1.48 -0.82
H: 1.58 4.21 -1.67
H: 0.54 5.72 -3.45
H: 0.51 3.90 -3.66
H: -1.63 5.58 -2.36
H: -2.82 4.62 -0.72
H: -2.07 3.19 -0.04
H: -3.66 1.81 -0.71
H: -3.38 2.23 -2.37
O: 2.22 -2.11 0.40
C: 2.42 -2.70 1.43
O: 1.47 -3.42 2.05
C: 1.98 -3.91 3.32
C: 3.49 -3.89 3.16
C: 3.70 -2.71 2.23
H: 1.63 -3.25 4.11
H: 1.60 -4.91 3.50
H: 4.01 -3.81 4.11
H: 3.82 -4.81 2.68
H: 3.78 -1.77 2.78
H: 4.56 -2.85 1.59
O: -1.02 -5.28 3.78
C: -1.62 -5.56 2.78
O: -2.73 -6.35 2.78
C: -3.14 -6.59 1.42
C: -2.54 -5.46 0.61
C: -1.25 -5.17 1.37
H: -2.76 -7.57 1.11
H: -4.23 -6.61 1.37
H: -2.39 -5.71 -0.44
H: -3.20 -4.58 0.65
H: -0.43 -5.79 1.03
H: -0.98 -4.12 1.33
O: 4.26 -1.63 5.14
C: 5.22 -1.83 5.84
O: 6.48 -1.88 5.36
C: 7.40 -2.24 6.42
C: 6.68 -1.87 7.70
C: 5.22 -2.10 7.33
H: 7.60 -3.31 6.34
H: 8.33 -1.69 6.29
H: 7.01 -2.45 8.56
H: 6.83 -0.81 7.93
H: 4.91 -3.13 7.50
H: 4.55 -1.42 7.84
O: -0.52 0.90 -5.79
C: -1.43 0.84 -6.58
O: -1.25 0.80 -7.92
C: -2.52 0.85 -8.58
C: -3.53 0.36 -7.56
C: -2.90 0.84 -6.25
H: -2.71 1.87 -8.90
H: -2.49 0.21 -9.47
H: -4.54 0.73 -7.73
H: -3.57 -0.73 -7.56
H: -3.21 1.86 -6.01
H: -3.12 0.17 -5.42
O: 2.71 -7.90 7.58
C: 1.79 -7.99 6.82
O: 1.96 -8.11 5.47
C: 0.67 -8.10 4.82
C: -0.32 -8.52 5.89
C: 0.32 -7.97 7.16
H: 0.48 -7.09 4.46
H: 0.69 -8.78 3.98
H: -1.33 -8.16 5.71
H: -0.36 -9.61 5.94
H: 0.02 -6.94 7.35
H: 0.11 -8.59 8.03
O: -0.42 7.53 -2.01
C: 0.63 8.11 -1.99
O: 1.82 7.48 -1.92
C: 2.89 8.45 -1.81
C: 2.31 9.74 -2.38
C: 0.83 9.61 -2.01
H: 3.16 8.54 -0.76
H: 3.75 8.10 -2.38
H: 2.79 10.63 -1.99
H: 2.41 9.74 -3.47
H: 0.63 10.01 -1.01
H: 0.19 10.08 -2.74

Properties
* total charge: +1
* HOMO-LUMO gap: 8.20 eV
* LUMO level: -3.0 eV

Atomic partial charges in e from the Löwdin method, atoms 1 to 6: atom 1 (C): -0.018, atom 2 (C): -0.298, atom 3 (C): -0.004, atom 4 (N): 0.065, atom 5 (N): 0.124, atom 6 (C): -0.311

=====

No. 4
DFT (ωB97M-V/def2-TZVPD) results for a molecular structure, C37H51MnN4OP2.

Geometry (Å):
C: 2.03 -1.88 -1.29
C: 2.07 0.28 -2.18
C: 2.95 -2.27 -2.25
C: 2.76 -0.17 -3.34
C: 3.32 -1.44 -3.31
H: 3.32 -3.29 -2.16
H: 2.97 0.55 -4.12
H: 4.01 -1.79 -4.08
N: 1.60 -0.61 -1.22
P: -0.13 -2.44 0.50
P: 1.10 2.16 -0.40
C: 1.51 -2.90 -0.29
H: 1.41 -3.88 -0.79
H: 2.26 -3.04 0.50
C: 1.93 1.67 -1.94
H: 1.69 2.27 -2.84
C: -0.43 3.50 -0.24
C: 2.83 2.97 0.01
C: -1.35 -3.33 -0.73
C: -0.09 -3.43 2.16
C: -1.69 2.96 0.44
H: -1.50 2.58 1.45
H: -2.42 3.77 0.54
H: -2.15 2.15 -0.13
C: 0.00 4.71 0.59
H: 0.20 4.43 1.64
H: 0.86 5.25 0.19
H: -0.84 5.43 0.63
C: -0.75 3.86 -1.68
H: -1.58 4.59 -1.71
H: 0.10 4.29 -2.22
H: -1.10 2.99 -2.25
C: 2.90 3.50 1.44
H: 2.66 2.71 2.17
H: 3.95 3.80 1.59
H: 2.27 4.38 1.63
C: 3.90 1.87 -0.15
H: 3.62 0.99 0.47
H: 4.03 1.55 -1.19
H: 4.87 2.25 0.19
C: 2.98 4.09 -1.05
H: 2.43 3.88 -1.99
H: 2.65 5.08 -0.71
H: 4.04 4.14 -1.34
C: -1.53 -3.48 2.71
H: -1.51 -3.86 3.74
H: -1.98 -2.48 2.74
H: -2.18 -4.15 2.14
C: 0.78 -2.66 3.17
H: 1.80 -2.49 2.79
H: 0.34 -1.70 3.44
H: 0.88 -3.26 4.09
C: 0.48 -4.86 2.06
H: 0.47 -5.30 3.07
H: -0.12 -5.53 1.43
H: 1.51 -4.87 1.71
C: -0.95 -3.03 -2.18
H: -1.65 -3.55 -2.84
H: -1.01 -1.96 -2.40
H: 0.06 -3.38 -2.42
C: -2.74 -2.78 -0.40
H: -2.79 -1.69 -0.53
H: -3.47 -3.22 -1.08
H: -3.04 -2.99 0.64
C: -1.39 -4.86 -0.59
H: -0.40 -5.33 -0.71
H: -1.85 -5.19 0.35
H: -2.03 -5.24 -1.40
Mn: 0.26 -0.03 0.17
C: 1.18 0.21 1.68
O: 1.79 0.42 2.68
N: -1.48 0.02 -0.88
C: -2.30 -0.14 -1.79
C: -2.54 0.49 -3.10
C: -3.88 0.66 -3.49
C: -1.55 0.90 -4.06
C: -4.22 0.83 -4.84
H: -4.74 0.54 -2.82
C: -1.90 1.15 -5.39
H: -0.49 1.02 -3.78
C: -3.24 1.05 -5.82
H: -5.26 0.74 -5.20
H: -1.09 1.39 -6.11
H: -3.44 1.17 -6.91
N: -0.23 -0.54 8.12
C: -0.44 -0.10 7.06
C: -0.69 0.45 5.74
C: -1.60 -0.16 4.87
C: -1.80 0.41 3.61
N: -1.12 1.48 3.20
C: -0.28 2.09 4.03
C: -0.03 1.61 5.32
H: -2.15 -1.06 5.17
H: -2.53 -0.02 2.92
H: 0.22 3.00 3.66
H: 0.69 2.14 5.95

Properties
* spin multiplicity: 4
* total charge: +3
* HOMO-LUMO gap (spin up / spin down): 5.57 / 5.82 eV
* LUMO level (spin up / spin down): -11.4 / -11.3 eV

Atomic partial charges in e from the Löwdin method, atoms 1 to 6: atom 1 (C): -0.293, atom 2 (C): -0.318, atom 3 (C): 0.030, atom 4 (C): 0.042, atom 5 (C): 0.031, atom 6 (H): 0.145

=====

total charge of number 1 (C37H50N4OP2Si2Tl)?
-1

=====

Among the records above, which one has the lowest total charge?
C37H50N4OP2Si2Tl

=====

Which of these has the highest total charge?
C37H51MnN4OP2

=====

Among the records above, which one has the highest total charge?
C37H51MnN4OP2